Computed, not measured: 5 unconnected molecules or ions with the total composition C30H75N5O10 in a non-equilibrium geometry, with the ωB97M-V functional and the def2-TZVPD basis.

Each line ends with the Mulliken charge.
CARTESIAN COORDINATES (ANGSTROEM)
C 8.720 -1.617 -3.329  -0.69
O 8.042 -2.855 -3.152  -0.26
C 7.534 -3.494 -4.318  -0.53
C 6.646 -2.666 -5.225  -0.64
N 5.329 -2.522 -4.679  0.03
C 4.321 -1.811 -5.435  -0.67
C 3.052 -1.718 -4.613  -0.56
O 2.346 -2.937 -4.716  -0.34
C 0.996 -2.814 -4.327  -0.51
H 9.727 -1.801 -3.719  0.27
H 8.726 -1.153 -2.350  0.23
H 8.201 -0.972 -4.039  0.27
H 6.984 -4.345 -3.910  0.22
H 8.399 -3.908 -4.857  0.34
H 6.662 -3.190 -6.207  0.31
H 7.109 -1.712 -5.492  0.33
H 5.035 -3.316 -4.137  0.11
H 4.050 -2.408 -6.319  0.27
H 4.633 -0.798 -5.689  0.40
H 2.402 -0.878 -4.903  0.50
H 3.277 -1.544 -3.550  0.24
H 0.576 -3.817 -4.281  0.27
H 0.462 -2.190 -5.052  0.37
H 0.872 -2.392 -3.321  0.06
C -7.141 0.826 1.838  -0.77
O -6.456 0.991 0.613  -0.32
C -5.962 2.305 0.476  -0.43
C -5.295 2.655 -0.830  -0.67
N -6.175 2.647 -1.996  -0.42
C -6.608 1.294 -2.428  -0.31
C -7.910 1.344 -3.196  -0.75
O -7.703 1.810 -4.502  -0.29
C -8.897 1.894 -5.250  -0.75
H -7.609 -0.155 1.817  0.25
H -7.935 1.576 1.936  0.33
H -6.440 0.903 2.676  0.29
H -5.204 2.545 1.244  0.37
H -6.801 2.985 0.690  0.42
H -4.337 2.119 -0.953  0.11
H -4.980 3.697 -0.705  0.40
H -5.673 3.018 -2.794  0.26
H -6.837 0.698 -1.544  0.38
H -5.787 0.778 -2.937  0.33
H -8.629 1.976 -2.663  0.29
H -8.315 0.316 -3.181  0.37
H -8.608 2.104 -6.280  0.25
H -9.561 2.700 -4.919  0.29
H -9.430 0.937 -5.232  0.31
C 6.046 -5.513 -1.337  -0.54
O 5.572 -4.955 -0.140  -0.29
C 4.653 -5.783 0.553  -0.66
C 4.676 -5.433 2.012  -0.33
N 6.051 -5.555 2.532  -0.21
C 6.333 -4.553 3.559  -0.88
C 7.669 -4.783 4.247  -0.55
O 7.897 -6.073 4.756  -0.34
C 6.858 -6.707 5.459  -0.57
H 7.024 -5.081 -1.553  0.14
H 5.389 -5.220 -2.170  0.15
H 6.095 -6.603 -1.280  0.39
H 4.990 -6.830 0.465  0.37
H 3.675 -5.743 0.060  0.40
H 4.004 -6.094 2.572  0.28
H 4.271 -4.428 2.219  0.07
H 6.609 -5.335 1.710  0.26
H 5.538 -4.625 4.307  0.53
H 6.294 -3.549 3.115  0.43
H 7.757 -4.016 5.034  0.32
H 8.479 -4.584 3.541  0.32
H 6.969 -7.783 5.301  0.22
H 5.857 -6.411 5.156  0.23
H 6.974 -6.585 6.546  0.27
C -7.002 8.202 4.432  -0.78
O -5.632 7.995 4.599  -0.30
C -4.898 9.193 4.657  -0.55
C -3.477 8.971 4.157  -0.63
N -3.452 8.037 3.049  -0.27
C -2.136 7.779 2.526  -0.59
C -2.107 6.551 1.671  -0.57
O -2.228 5.410 2.501  -0.36
C -2.668 4.258 1.832  -0.35
H -7.233 8.620 3.442  0.33
H -7.409 8.880 5.195  0.30
H -7.551 7.265 4.509  0.24
H -4.852 9.576 5.686  0.32
H -5.372 9.978 4.054  0.39
H -2.832 8.585 4.967  0.36
H -3.063 9.925 3.823  0.27
H -4.011 7.224 3.254  0.25
H -1.404 7.663 3.349  0.34
H -1.798 8.644 1.945  0.33
H -1.174 6.514 1.096  0.41
H -2.961 6.572 0.980  0.30
H -1.815 3.674 1.449  0.32
H -3.392 4.385 1.025  0.01
H -3.068 3.579 2.592  0.25
C -2.957 -0.007 1.613  -0.52
O -2.329 0.228 0.378  -0.22
C -2.632 -0.741 -0.611  -0.81
C -1.737 -1.935 -0.505  -0.38
N -0.398 -1.615 -0.955  -0.16
C 0.615 -2.562 -0.471  -0.69
C 1.150 -2.157 0.907  -0.26
O 1.875 -0.970 0.691  -0.33
C 2.857 -0.686 1.661  -0.52
H -2.730 -1.012 1.993  0.33
H -4.044 0.141 1.604  0.07
H -2.531 0.701 2.325  0.21
H -2.421 -0.256 -1.570  0.35
H -3.694 -1.002 -0.569  0.42
H -2.167 -2.757 -1.088  0.32
H -1.789 -2.279 0.548  0.23
H -0.142 -0.694 -0.610  0.20
H 1.496 -2.429 -1.108  0.12
H 0.175 -3.551 -0.584  0.50
H 1.773 -2.945 1.347  0.28
H 0.295 -1.988 1.580  0.21
H 3.587 -0.032 1.189  0.26
H 3.371 -1.596 1.984  0.06
H 2.427 -0.198 2.542  0.27

Forces on the atoms, in the same order (eV/Å):
-0.31 -0.77 -0.38
-0.47 0.35 0.19
0.93 0.15 0.48
0.02 -0.74 -0.92
0.72 1.08 0.53
-0.49 -1.07 0.51
-0.40 0.25 0.56
0.00 -0.23 -0.06
0.05 -0.11 0.24
0.11 0.15 0.17
0.26 0.14 0.01
-0.03 0.13 0.16
-0.13 -0.03 -0.21
-0.20 0.12 -0.31
-0.19 -0.11 0.18
-0.18 0.17 0.36
-0.36 -0.06 -0.23
0.03 0.55 -0.37
0.35 -0.09 -0.14
0.14 -0.12 -0.37
0.23 0.08 -0.09
-0.06 0.01 -0.27
-0.17 -0.07 0.10
0.12 0.19 -0.12
0.03 0.01 -0.33
0.30 -0.21 -0.18
-0.04 0.74 0.71
0.11 0.29 -0.49
-0.08 -0.83 -0.23
-0.12 0.49 0.88
0.30 -0.52 0.20
-0.13 0.14 -0.25
0.29 -0.10 -0.28
0.11 -0.08 0.08
0.09 0.05 0.11
-0.12 0.01 0.13
-0.13 -0.38 0.12
0.07 0.13 -0.34
-0.30 -0.40 0.00
-0.07 -0.01 0.09
-0.03 0.38 0.15
0.16 0.16 0.06
-0.27 -0.12 -0.39
0.08 0.11 0.06
-0.09 0.12 -0.37
-0.02 -0.01 0.02
0.03 -0.06 0.23
-0.10 0.06 0.04
-0.18 0.44 -0.54
0.08 -0.01 0.52
0.25 -0.59 -0.57
-0.19 0.38 0.97
-0.45 0.12 -0.57
-0.28 -0.60 -0.16
-0.06 0.65 0.02
0.04 -0.14 -0.32
0.28 -0.49 0.56
0.05 -0.10 0.12
-0.04 -0.24 0.03
0.13 -0.01 -0.03
0.00 0.08 0.01
-0.16 0.19 0.36
0.07 -0.19 -0.17
0.12 0.09 -0.41
0.38 -0.07 0.27
-0.04 0.21 -0.09
0.13 0.15 0.34
0.01 -0.11 0.06
0.04 -0.18 0.01
-0.08 0.10 -0.24
0.00 0.01 -0.08
-0.11 0.38 -0.10
-0.74 0.33 -0.10
0.20 -0.35 0.13
0.27 0.58 -0.07
0.20 -0.76 0.01
-0.59 0.70 -0.43
0.22 0.20 0.66
-0.04 -0.24 -0.27
-0.48 0.27 -0.10
0.85 -1.36 0.54
0.13 0.09 0.08
0.07 -0.01 -0.04
0.31 -0.17 0.09
-0.12 -0.07 -0.01
-0.10 -0.22 -0.12
-0.09 0.23 0.10
0.02 0.05 0.13
0.29 -0.20 0.10
0.02 -0.12 -0.17
-0.05 -0.04 -0.08
-0.05 -0.06 -0.05
0.14 0.09 -0.10
-0.03 0.35 -0.37
-0.06 0.44 0.11
-0.36 0.25 -0.03
0.32 -0.02 0.54
-0.13 0.28 -0.05
-0.12 0.57 -0.40
-0.27 -0.55 0.58
0.15 -0.06 0.12
0.22 1.11 -0.29
-0.86 -0.62 -0.06
0.17 -0.08 -0.05
-0.02 0.01 0.05
-0.15 0.02 -0.02
0.01 -0.08 -0.34
0.00 0.02 -0.04
-0.21 0.01 0.02
0.00 -0.08 0.01
0.19 0.04 -0.16
0.21 -0.03 -0.14
-0.09 0.03 -0.10
-0.12 -0.51 -0.21
0.37 -0.23 0.36
0.14 0.05 -0.07
0.17 0.08 0.15
-0.03 0.10 0.10
0.01 -0.05 -0.02
0.01 0.03 0.00

Output
SMILES: COCCNCCOC.COCCNCCOC.COCCNCCOC.COCCNCCOC.COCCNCCOC
total charge: 0
ΔE to the lowest compared entry with this formula, charge and spin: 7.6 kcal per mole
multiplicity: 1
LUMO: 0.02482 Ha
orbital gap: 8.99 eV